(1)
# H13O7

A 7-piece molecular cluster, H13O7 overall (wB97M-V/def2-TZVPD, the Open Molecules 2025 dataset).

Last column: natural (NBO) charge in e.
Positions of all 20 atoms, in Å:
O  0.76  2.92  -2.72  -0.99
H  0.71  -3.43  -0.83  0.45
H  -1.18  0.74  -1.74  0.47
H  -0.62  -2.67  -0.80  0.51
H  -1.32  -0.19  0.92  0.51
H  1.02  -0.69  -0.29  0.49
H  1.94  0.55  1.79  0.51
H  0.16  2.38  -2.15  0.51
H  -0.64  0.96  1.84  0.47
O  1.77  0.99  2.65  -0.98
H  -1.71  -2.14  0.82  0.44
O  -1.08  -1.52  0.43  -1.25
H  0.19  3.58  -3.13  0.45
H  1.54  0.26  3.23  0.46
H  0.77  -1.26  1.04  0.51
O  -1.43  0.80  1.30  -1.05
O  1.50  -0.85  0.54  -1.00
O  -1.14  1.56  -1.23  -1.02
O  -0.05  -3.24  -1.38  -1.01
H  -1.20  1.25  -0.27  0.52

Its total charge is -1. For the HOMO energy, the calculation gives -5.79 eV. For the gap between HOMO and LUMO, the calculation gives 9.46 eV. The calculation puts the relative energy (zero: lowest compared OMol25 entry of this formula, charge and spin) at 25.9 kJ/mol.



(2)
# C6H14N2

A 2-piece molecular cluster, C6H14N2 overall at a distorted geometry (wB97M-V/def2-TZVPD, the Open Molecules 2025 dataset).

Last column: natural (NBO) charge in e.
Positions of all 22 atoms, in Å:
H  0.11  -3.50  1.38  0.21
C  0.35  -0.58  2.65  -0.18
H  2.36  1.33  -2.62  0.20
N  0.55  1.50  -1.64  -0.40
C  0.79  0.85  2.44  -0.65
H  1.48  -0.27  -2.40  0.21
H  -2.21  1.11  -3.04  0.37
H  -0.47  -3.04  3.01  0.21
C  1.36  0.80  -2.62  -0.46
C  -0.54  -2.83  1.95  -0.64
H  -1.38  1.82  -0.96  0.15
C  -0.72  1.36  -1.68  0.26
C  -0.19  -1.40  1.71  -0.19
H  0.24  1.56  3.07  0.21
H  -2.03  -0.14  -2.05  0.37
H  0.66  1.17  1.42  0.23
H  0.89  0.84  -3.58  0.20
N  -1.47  0.53  -2.59  -0.90
H  -0.49  -1.10  0.69  0.18
H  -1.59  -3.07  1.71  0.21
H  1.87  0.95  2.76  0.21
H  0.73  -1.09  3.57  0.19

The SMILES is C/C=C/C.C/N=C\N. For the HOMO energy, the calculation gives -9.00 eV. For the gap between HOMO and LUMO, the calculation gives 9.84 eV. The calculation puts the relative energy (zero: lowest compared OMol25 entry of this formula, charge and spin) at 191.0 kJ/mol.



(3)
# C5H6N2O

A 2-piece molecular cluster, C5H6N2O overall at a distorted geometry (wB97M-V/def2-TZVPD, the Open Molecules 2025 dataset).

Last column: natural (NBO) charge in e.
Positions of all 14 atoms, in Å:
N  -1.29  1.82  3.65  -0.28
H  1.19  -1.61  0.15  0.24
H  -2.61  0.59  0.72  0.23
H  2.95  0.26  -2.51  0.41
C  1.21  -0.63  -1.92  0.67
C  0.52  -0.92  -0.51  -0.43
H  2.70  0.08  -0.79  0.40
C  -0.50  -0.23  -0.07  -0.05
H  -2.23  -0.57  2.04  0.22
N  2.51  -0.26  -1.74  -0.83
C  -2.31  0.46  1.73  -0.38
H  -1.10  0.53  -0.51  0.17
C  -1.70  1.27  2.73  0.19
O  0.66  -0.78  -2.97  -0.56

For the HOMO energy (alpha / beta), the calculation gives -9.60 / -9.30 eV. For the gap between HOMO and LUMO (alpha / beta), the calculation gives 8.71 / 8.04 eV. The calculation puts the relative energy (zero: lowest compared OMol25 entry of this formula, charge and spin) at 466.0 kJ/mol.